45
Properties=species:S:1:pos:R:3 method="wB97M-V/def2-TZVPD" total_energy_ev=-23620.950 e_homo_ev=-8.31 de_lowest_kj_mol=29.9 smiles="Cc1ccccc1OCCCC(=O)NC1CCCCC1"
C -4.183 -0.855 -1.972
C -4.283 0.114 -0.834
C -5.169 1.174 -0.853
C -5.249 2.064 0.207
C -4.429 1.889 1.304
C -3.533 0.832 1.349
C -3.453 -0.059 0.287
O -2.611 -1.128 0.233
C -1.761 -1.387 1.333
C -0.932 -2.625 1.007
C -0.012 -2.370 -0.184
C 1.113 -1.406 0.180
O 1.436 -1.169 1.325
N 1.717 -0.863 -0.900
H 1.381 -1.127 -1.811
C 2.837 0.069 -0.844
C 2.450 1.352 -0.104
C 3.621 2.329 -0.092
C 4.840 1.690 0.566
C 5.227 0.408 -0.164
C 4.057 -0.571 -0.177
H 4.331 -1.482 -0.713
H 3.789 -0.843 0.844
H 5.515 0.647 -1.191
H 6.086 -0.055 0.325
H 4.605 1.455 1.606
H 5.678 2.391 0.558
H 3.869 2.614 -1.118
H 3.337 3.235 0.447
H 1.581 1.805 -0.587
H 2.175 1.091 0.918
H 3.087 0.318 -1.882
H 0.446 -3.309 -0.506
H -0.594 -1.968 -1.014
H -1.604 -3.454 0.783
H -0.329 -2.874 1.880
H -2.358 -1.566 2.238
H -1.093 -0.536 1.513
H -2.902 0.714 2.215
H -4.480 2.573 2.137
H -5.948 2.886 0.173
H -5.810 1.307 -1.714
H -4.309 -1.873 -1.609
H -4.937 -0.646 -2.726
H -3.197 -0.792 -2.432



44
Properties=species:S:1:pos:R:3 method="wB97M-V/def2-TZVPD" total_energy_ev=-110174.936 e_homo_ev=-7.63 de_lowest_kj_mol=29.1
Pb -0.837 0.954 2.689
C -1.074 3.858 4.383
C -2.295 3.404 3.687
C -2.153 3.655 2.371
C -0.823 4.294 2.142
C -0.210 4.357 3.502
H -0.805 3.751 5.405
H -3.161 2.941 4.137
H -2.854 3.438 1.585
H -0.878 5.175 1.477
H 0.783 4.741 3.725
C 2.156 -3.441 -0.033
N 1.221 -3.194 1.080
C 0.821 -4.304 1.940
C 0.701 -2.004 1.326
N 0.184 -1.008 1.566
H 3.100 -3.813 0.373
H 2.276 -2.554 -0.680
H 1.741 -4.219 -0.702
H 1.558 -4.449 2.747
H 0.717 -5.218 1.324
H -0.157 -4.008 2.286
Se 0.397 2.946 1.224
C -0.716 -2.185 -2.459
C 0.351 -1.191 -2.829
C 1.318 -1.406 -3.786
C 2.193 -0.385 -4.074
Cl 3.228 -0.541 -5.491
C 2.224 0.768 -3.318
C 1.359 0.930 -2.265
C 0.479 -0.084 -1.969
O -0.442 0.014 -0.931
C -1.512 0.914 -1.188
C -2.592 0.525 -0.134
O -3.582 -0.114 -0.430
O -2.310 0.867 1.101
H -0.793 -2.985 -3.207
H -1.677 -1.650 -2.235
H -0.443 -2.663 -1.523
H 1.328 -2.282 -4.431
H 2.895 1.562 -3.647
H 1.362 1.820 -1.610
H -1.883 0.849 -2.193
H -1.195 1.934 -0.937



Repeat the first record exactly.
45
Properties=species:S:1:pos:R:3 method="wB97M-V/def2-TZVPD" total_energy_ev=-23620.950 e_homo_ev=-8.31 de_lowest_kj_mol=29.9 smiles="Cc1ccccc1OCCCC(=O)NC1CCCCC1"
C -4.183 -0.855 -1.972
C -4.283 0.114 -0.834
C -5.169 1.174 -0.853
C -5.249 2.064 0.207
C -4.429 1.889 1.304
C -3.533 0.832 1.349
C -3.453 -0.059 0.287
O -2.611 -1.128 0.233
C -1.761 -1.387 1.333
C -0.932 -2.625 1.007
C -0.012 -2.370 -0.184
C 1.113 -1.406 0.180
O 1.436 -1.169 1.325
N 1.717 -0.863 -0.900
H 1.381 -1.127 -1.811
C 2.837 0.069 -0.844
C 2.450 1.352 -0.104
C 3.621 2.329 -0.092
C 4.840 1.690 0.566
C 5.227 0.408 -0.164
C 4.057 -0.571 -0.177
H 4.331 -1.482 -0.713
H 3.789 -0.843 0.844
H 5.515 0.647 -1.191
H 6.086 -0.055 0.325
H 4.605 1.455 1.606
H 5.678 2.391 0.558
H 3.869 2.614 -1.118
H 3.337 3.235 0.447
H 1.581 1.805 -0.587
H 2.175 1.091 0.918
H 3.087 0.318 -1.882
H 0.446 -3.309 -0.506
H -0.594 -1.968 -1.014
H -1.604 -3.454 0.783
H -0.329 -2.874 1.880
H -2.358 -1.566 2.238
H -1.093 -0.536 1.513
H -2.902 0.714 2.215
H -4.480 2.573 2.137
H -5.948 2.886 0.173
H -5.810 1.307 -1.714
H -4.309 -1.873 -1.609
H -4.937 -0.646 -2.726
H -3.197 -0.792 -2.432